Below is the molecule C5H11NO2 at a distorted geometry, with properties calculated with wB97M-V/def2-TZVPD.

Last column: natural (NBO) charge in e.
Atoms and positions in Å:
O (1.801, -2.152, 1.942)  -0.721
C (-1.770, 0.027, -1.886)  -0.722
H (-0.091, 2.204, 1.185)  0.217
H (2.410, -1.458, 0.232)  0.194
H (0.713, -2.059, 0.169)  0.170
O (0.515, -0.487, -1.657)  -0.574
H (-0.044, 2.282, -0.456)  0.198
H (-1.969, 1.096, -2.014)  0.233
C (1.441, -1.449, 0.725)  -0.066
H (-1.520, -0.352, -2.874)  0.245
N (-0.468, 0.263, 0.250)  -0.477
H (1.286, -1.749, 2.645)  0.454
C (-0.487, -0.069, -1.127)  0.704
H (-1.667, 1.950, 0.454)  0.217
C (0.785, -0.063, 0.915)  -0.257
C (-0.602, 1.756, 0.324)  -0.438
H (1.621, 0.624, 0.684)  0.187
H (0.723, 0.078, 2.001)  0.195
H (-2.677, -0.441, -1.510)  0.243

Forces on atoms 1 to 2 (eV/Å):
O -0.61 0.83 -0.01
C 0.12 0.96 -0.77

## Properties
* E: -402.30406 a.u.
* ΔE to the lowest compared entry with this formula, charge and spin: 2.016 eV
* orbital gap: 10.46 eV
* total charge: 0

=====

Below is the molecule C5H11NO2 at a distorted geometry, with properties calculated with wB97M-V/def2-TZVPD.

Last column: natural (NBO) charge in e.
Atoms and positions in Å:
N (-1.616, 0.503, -0.198)  -0.635
H (-2.145, -0.310, 0.107)  0.388
H (-0.111, 0.871, 1.862)  0.222
H (1.485, -2.747, -0.841)  0.185
C (0.100, -1.290, -0.045)  -0.435
C (0.483, 1.009, 0.967)  -0.641
C (1.263, -1.690, -0.989)  -0.046
O (2.505, -1.083, -0.645)  -0.739
H (1.543, 0.962, 1.227)  0.214
C (-2.212, 1.658, 0.218)  0.539
H (-0.771, -1.872, -0.354)  0.212
H (0.267, 0.644, -1.118)  0.192
H (1.042, -1.414, -2.022)  0.165
H (0.442, 2.051, 0.613)  0.208
H (0.399, -1.587, 0.954)  0.218
O (-3.203, 1.711, 0.898)  -0.580
H (2.457, -0.216, -0.218)  0.470
H (-1.749, 2.572, -0.201)  0.106
C (-0.180, 0.228, -0.218)  -0.042

Forces on atoms 1 to 2 (eV/Å):
N -0.35 -1.21 0.24
H 0.00 0.24 0.07

## Properties
* E: -402.32328 a.u.
* ΔE to the lowest compared entry with this formula, charge and spin: 1.493 eV
* orbital gap: 10.73 eV
* total charge: 0

=====

Below is the molecule C5H11NO2 at a distorted geometry, with properties calculated with wB97M-V/def2-TZVPD.

Last column: natural (NBO) charge in e.
Atoms and positions in Å:
H (1.260, -2.424, 1.452)  0.473
H (-1.626, -1.259, -2.036)  0.206
O (0.424, -2.131, 1.074)  -0.726
H (-0.631, -0.382, 1.484)  0.188
C (-0.926, 0.368, -0.782)  -0.415
H (-2.876, -0.505, -1.134)  0.212
H (2.396, 0.684, -0.485)  0.382
H (1.054, -0.311, 1.812)  0.177
H (-1.863, -1.524, -0.220)  0.216
N (1.444, 0.998, -0.419)  -0.609
O (0.401, 2.265, 1.182)  -0.602
H (-1.003, 1.031, -1.654)  0.213
C (1.368, 2.011, 0.499)  0.524
H (2.261, 2.645, 0.570)  0.116
C (-1.830, -0.830, -1.060)  -0.622
H (-1.311, 1.057, -0.026)  0.223
C (0.336, -0.717, 1.099)  -0.083
H (0.661, -0.877, -1.048)  0.220
C (0.463, -0.099, -0.307)  -0.094

Forces on atoms 1 to 2 (eV/Å):
H -0.18 0.19 -0.09
H 0.38 -0.53 0.18

## Properties
* E: -402.33173 a.u.
* ΔE to the lowest compared entry with this formula, charge and spin: 1.263 eV
* orbital gap: 10.39 eV
* total charge: 0

=====

Below is a cluster of 2 separate species, C5H11NO2 in total at a distorted geometry, with properties calculated with wB97M-V/def2-TZVPD.

Last column: natural (NBO) charge in e.
Atoms and positions in Å:
H (0.521, -1.626, -0.584)  0.180
O (-1.819, -0.362, 0.277)  -0.690
H (-2.007, 1.953, -0.939)  0.227
O (-0.702, -0.500, -1.784)  -0.519
H (-1.505, -1.320, 0.600)  0.485
H (0.792, 0.443, 1.908)  0.337
H (-0.905, -0.761, 2.899)  0.169
H (-0.824, 2.072, 0.370)  0.213
C (1.687, 0.083, -1.296)  -0.647
N (0.848, -0.569, 1.779)  -0.578
H (-0.293, 2.084, -1.341)  0.224
C (0.406, -0.593, -0.902)  0.046
C (-0.924, 0.166, -0.580)  0.487
H (-0.120, -2.279, 2.243)  0.172
H (2.271, 0.324, -0.410)  0.227
H (1.502, 0.992, -1.866)  0.213
H (2.269, -0.582, -1.936)  0.216
C (-1.000, 1.672, -0.628)  -0.645
C (-0.197, -1.197, 2.189)  -0.117

Forces on atoms 1 to 2 (eV/Å):
H -0.01 0.18 0.49
O -0.31 -3.22 1.52

## Properties
* E: -402.25142 a.u.
* ΔE to the lowest compared entry with this formula, charge and spin: 3.448 eV
* orbital gap: 10.00 eV
* total charge: 0

=====

Below is a cluster of 2 separate species, C5H11NO2 in total, with properties calculated with wB97M-V/def2-TZVPD.

Last column: natural (NBO) charge in e.
Atoms and positions in Å:
H (1.487, 0.325, 0.245)  0.203
H (2.186, -1.857, 1.018)  0.194
N (0.402, 0.734, -1.485)  -0.636
O (-3.127, 1.153, 0.154)  -0.932
H (-2.488, 1.605, -0.409)  0.472
C (1.353, -2.018, 1.688)  -0.379
H (-2.648, 0.479, 0.654)  0.463
C (0.125, -1.566, 1.484)  -0.181
H (0.074, 1.246, 0.560)  0.185
C (-0.334, -0.848, 0.246)  -0.448
C (1.017, 1.832, -2.008)  0.533
H (-0.639, -1.744, 2.228)  0.203
H (-0.340, 0.365, -2.068)  0.400
H (-1.405, -0.677, 0.286)  0.191
C (0.446, 0.432, -0.067)  -0.212
H (1.581, -2.539, 2.611)  0.205
O (0.746, 2.304, -3.089)  -0.591
H (1.829, 2.232, -1.385)  0.108
H (-0.265, -1.458, -0.663)  0.222

Forces on atoms 1 to 2 (eV/Å):
H -0.01 -0.25 -0.15
H -0.09 -0.02 -0.23

## Properties
* E: -402.31726 a.u.
* ΔE to the lowest compared entry with this formula, charge and spin: 1.657 eV
* orbital gap: 10.62 eV
* total charge: 0

=====

Below is a cluster of 2 separate species, C5H11NO2 in total at a distorted geometry, with properties calculated with wB97M-V/def2-TZVPD.

Last column: natural (NBO) charge in e.
Atoms and positions in Å:
C (0.829, -1.204, -1.640)  -0.379
H (3.814, 0.194, -1.493)  0.471
O (-2.385, -0.942, 3.156)  -0.608
C (-0.894, 0.398, -0.913)  -0.453
C (-2.296, -0.349, 2.092)  0.513
H (-0.335, 1.890, 0.895)  0.195
O (3.767, -0.261, -0.640)  -0.939
H (-0.242, 0.036, 2.057)  0.417
H (-0.916, 1.035, -1.815)  0.225
H (1.204, 0.204, -0.243)  0.205
C (-1.203, 1.170, 0.493)  -0.210
C (0.418, -0.258, -0.843)  -0.191
H (-2.110, 1.794, 0.497)  0.211
H (-3.227, -0.192, 1.654)  0.121
H (4.540, 0.105, -0.167)  0.471
H (1.794, -1.648, -1.633)  0.203
H (-1.791, -0.290, -0.891)  0.216
N (-1.160, 0.163, 1.539)  -0.644
H (0.193, -1.847, -2.105)  0.178

Forces on atoms 1 to 2 (eV/Å):
C 1.13 -0.74 1.01
H -0.18 -0.19 0.12

## Properties
* E: -402.28479 a.u.
* ΔE to the lowest compared entry with this formula, charge and spin: 2.540 eV
* orbital gap: 10.16 eV
* total charge: 0

=====

Below is a cluster of 2 separate species, C5H11NO2 in total at a distorted geometry, with properties calculated with wB97M-V/def2-TZVPD.

Last column: natural (NBO) charge in e.
Atoms and positions in Å:
C (0.666, 0.443, -0.523)  0.306
H (2.435, 0.424, 0.703)  0.217
O (-0.538, -2.115, 1.254)  -0.680
C (-1.776, -1.930, 0.752)  0.650
H (1.663, 2.014, 0.531)  0.233
C (1.475, 0.944, 0.646)  -0.706
H (1.599, 0.020, -2.395)  0.238
C (-1.243, 1.752, 0.039)  -0.450
H (-0.897, 1.783, 1.075)  0.179
H (0.026, -2.599, 0.622)  0.489
H (-1.163, 2.757, -0.387)  0.202
H (0.942, 0.757, 1.582)  0.240
H (-2.304, 1.486, 0.069)  0.214
H (0.636, -1.324, -1.731)  0.220
N (-0.539, 0.798, -0.807)  -0.437
C (1.331, -0.517, -1.481)  -0.661
H (2.231, -0.953, -1.043)  0.204
H (-1.861, -2.361, -0.258)  0.098
O (-2.683, -1.381, 1.353)  -0.555

Forces on atoms 1 to 2 (eV/Å):
C -1.39 0.48 -0.39
H -0.12 0.15 -0.01

## Properties
* E: -402.32638 a.u.
* ΔE to the lowest compared entry with this formula, charge and spin: 1.408 eV
* orbital gap: 9.89 eV
* total charge: 0

=====

Below is a cluster of 2 separate species, C5H11NO3 in total, with properties calculated with wB97M-V/def2-TZVPD.

Last column: natural (NBO) charge in e.
Atoms and positions in Å:
H (2.081, -1.842, -0.578)  0.503
C (0.759, 1.881, 0.261)  -0.419
H (-0.046, -2.605, 0.756)  0.208
H (-1.336, -2.009, -0.329)  0.196
N (0.101, 0.598, -0.111)  -0.369
H (-0.818, -0.340, -1.756)  0.242
H (0.021, 2.677, 0.176)  0.221
H (-0.712, 0.268, 1.867)  0.169
H (-1.495, -1.897, 1.443)  0.215
H (1.596, 2.070, -0.410)  0.219
C (-0.802, -1.835, 0.605)  -0.867
O (1.388, -1.231, -0.863)  -0.725
O (1.572, -0.566, 1.316)  -0.687
H (-1.122, 1.398, -1.608)  0.230
C (0.931, -0.627, 0.284)  0.898
H (0.477, 0.805, -2.171)  0.219
H (1.124, 1.798, 1.280)  0.246
C (-0.371, 0.618, -1.519)  -0.411
C (-1.118, 0.271, 0.852)  0.523
O (-2.230, 0.569, 0.504)  -0.610

Forces on atoms 1 to 2 (eV/Å):
H -0.02 0.05 0.04
C -0.10 -0.22 -0.03

## Properties
* E: -477.48399 a.u.
* ΔE to the lowest compared entry with this formula, charge and spin: 3.850 eV
* orbital gap: 8.91 eV
* total charge: 0

=====

Below is a cluster of 2 separate species, C5H11NO3 in total at a distorted geometry, with properties calculated with wB97M-V/def2-TZVPD.

Last column: natural (NBO) charge in e.
Atoms and positions in Å:
H (2.060, -0.079, -1.532)  0.225
H (-1.639, 0.870, 2.278)  0.402
H (-1.575, 1.519, -2.281)  0.235
H (1.902, -0.349, 1.555)  0.159
C (-0.946, -0.207, 0.686)  0.321
C (1.669, -0.632, 0.511)  0.287
O (-1.814, 1.964, 0.229)  -0.538
H (-1.727, -0.827, 2.459)  0.397
C (-1.389, 0.613, -1.709)  -0.720
H (-0.079, -1.884, 0.234)  0.502
C (2.408, 0.177, -0.531)  -0.688
N (-1.266, -0.037, 2.034)  -0.848
H (-0.436, 0.162, -1.987)  0.235
H (3.471, -0.070, -0.470)  0.241
H (0.334, 0.027, 0.571)  0.107
O (-1.050, -1.443, 0.192)  -0.702
O (1.358, -1.842, 0.283)  -0.653
C (-1.422, 0.921, -0.241)  0.560
H (2.299, 1.248, -0.356)  0.222
H (-2.159, -0.129, -1.927)  0.255

Forces on atoms 1 to 2 (eV/Å):
H 0.00 0.01 0.02
H -0.07 -0.10 -0.12

## Properties
* E: -477.53415 a.u.
* ΔE to the lowest compared entry with this formula, charge and spin: 2.485 eV
* orbital gap: 9.27 eV
* total charge: 0

=====

Below is the molecule C5H11NO3 at a distorted geometry, with properties calculated with wB97M-V/def2-TZVPD.

Last column: natural (NBO) charge in e.
Atoms and positions in Å:
C (1.692, 1.295, 0.153)  -0.590
C (-2.099, -0.129, 0.070)  0.864
H (-3.074, -1.737, 0.345)  0.510
H (1.658, -1.012, -1.453)  0.217
O (-2.140, -1.469, 0.283)  -0.696
H (2.630, 0.751, 0.181)  0.192
O (-3.092, 0.491, -0.245)  -0.629
C (0.714, -0.926, 1.229)  -0.626
H (0.025, -1.767, 1.216)  0.221
H (0.309, -0.078, -2.122)  0.224
C (0.615, -0.730, -1.308)  -0.656
H (0.001, -1.628, -1.318)  0.214
H (1.729, -1.318, 1.195)  0.217
H (-1.701, 2.217, -0.341)  0.494
O (-0.801, 1.911, -0.556)  -0.554
N (-0.662, 0.757, 0.199)  -0.199
H (0.567, -0.372, 2.154)  0.224
H (1.511, 1.890, 1.041)  0.212
C (0.469, -0.034, 0.028)  0.146
H (1.648, 1.887, -0.753)  0.214

Forces on atoms 1 to 2 (eV/Å):
C -1.46 -2.98 -0.77
C 0.68 2.30 -1.31

## Properties
* E: -477.49248 a.u.
* ΔE to the lowest compared entry with this formula, charge and spin: 3.619 eV
* orbital gap: 9.16 eV
* total charge: 0

=====

Below is a cluster of 2 separate species, C5H11NO3 in total at a distorted geometry, with properties calculated with wB97M-V/def2-TZVPD.

Last column: natural (NBO) charge in e.
Atoms and positions in Å:
H (1.926, 0.508, -0.402)  0.210
C (1.633, -1.538, 0.342)  -0.654
H (1.873, -1.294, 1.377)  0.228
N (0.042, 0.674, -2.285)  -0.803
H (-1.077, -1.259, 1.481)  0.235
H (-0.073, 2.609, 0.568)  0.469
H (-0.914, 0.960, -2.457)  0.373
O (0.642, 2.241, 1.140)  -0.449
C (0.120, -0.249, -1.220)  -0.122
H (2.534, -1.953, -0.119)  0.231
O (0.160, 0.925, 1.380)  -0.335
H (-0.444, -1.159, -1.399)  0.201
H (0.588, 1.507, -2.099)  0.365
C (1.230, -0.322, -0.413)  -0.078
H (0.862, -2.307, 0.320)  0.208
H (-2.426, -0.950, 0.359)  0.234
H (-2.359, -0.117, 1.928)  0.255
C (-1.023, 0.636, 0.475)  0.777
O (-1.529, 1.595, -0.076)  -0.634
C (-1.765, -0.507, 1.102)  -0.713

Forces on atoms 1 to 2 (eV/Å):
H -0.11 0.16 0.09
C -0.13 0.18 0.14

## Properties
* E: -477.44052 a.u.
* ΔE to the lowest compared entry with this formula, charge and spin: 5.033 eV
* orbital gap: 8.57 eV
* total charge: 0

=====

Below is the molecule C5H11NO3S at a distorted geometry, with properties calculated with wB97M-V/def2-TZVPD.

Last column: natural (NBO) charge in e.
Atoms and positions in Å:
O (0.590, 1.462, 1.093)  -0.691
H (-2.360, -1.694, 0.405)  0.211
H (1.129, -1.013, 1.034)  0.201
H (-2.989, -0.020, 0.450)  0.189
C (0.825, 0.798, -0.162)  0.060
S (-0.978, 1.275, 1.616)  1.701
H (-0.943, 1.777, -1.116)  0.228
C (-0.393, 0.810, -1.151)  -0.455
H (3.211, -0.182, 0.874)  0.355
H (0.045, 0.775, -2.175)  0.231
H (1.137, -1.345, -0.746)  0.190
H (-0.837, -1.346, -1.399)  0.212
H (1.635, 1.383, -0.654)  0.220
H (3.299, -1.499, -0.097)  0.357
O (-0.939, 1.679, 3.039)  -0.891
O (-1.238, -0.367, 1.484)  -0.714
N (2.936, -0.553, -0.034)  -0.833
C (-2.064, -0.626, 0.333)  -0.100
C (-1.351, -0.428, -1.045)  -0.441
H (-2.166, -0.258, -1.789)  0.224
C (1.449, -0.631, 0.038)  -0.256

Forces on atoms 1 to 2 (eV/Å):
O -0.96 -0.98 0.38
H 0.17 0.70 0.19

## Properties
* E: -875.72613 a.u.
* ΔE to the lowest compared entry with this formula, charge and spin: 1.331 eV
* orbital gap: 10.46 eV
* total charge: 0

=====

Below is the molecule C5H11NOS at a distorted geometry, with properties calculated with wB97M-V/def2-TZVPD.

Last column: natural (NBO) charge in e.
Atoms and positions in Å:
O (-0.489, 3.234, -2.335)  -0.513
C (-0.433, 2.645, -1.290)  0.430
H (2.225, -0.844, 0.127)  0.212
H (1.565, -1.902, 2.192)  0.225
N (-0.793, 0.595, -0.036)  -0.635
H (-1.572, 1.043, -1.975)  0.190
H (-2.329, 1.887, -0.599)  0.226
C (-1.390, 1.500, -0.998)  -0.330
H (-0.070, -1.110, 2.167)  0.214
H (-1.499, -0.070, 0.254)  0.363
C (1.255, -0.603, 0.554)  -0.417
H (-0.179, -1.107, -1.030)  0.187
H (0.090, -3.889, 1.887)  0.129
H (1.365, 0.327, 1.120)  0.221
S (0.075, -3.108, 0.803)  -0.083
H (0.913, 0.253, -1.356)  0.203
C (0.304, -0.222, -0.592)  -0.236
H (0.241, 2.953, -0.478)  0.115
C (0.720, -1.581, 1.586)  -0.503

Forces on atoms 1 to 2 (eV/Å):
O 0.39 0.18 -0.06
C -1.09 0.17 -0.14

## Properties
* E: -725.25854 a.u.
* ΔE to the lowest compared entry with this formula, charge and spin: 1.805 eV
* orbital gap: 10.00 eV
* total charge: 0